1.
85
Properties=species:S:1:pos:R:3 method="wB97M-V/def2-TZVPD" s2=2.03 charge=+3 multiplicity=3 energy_ha=-5380.3635 homo_ev="-14.669 / -14.573" gap_ev="5.25 / 2.89"
Ge -2.3075 -0.3415 -0.6620
Ti -0.1765 -0.2781 0.7577
S 2.7857 0.6416 1.4791
O 1.1615 5.4066 -0.3680
O 0.4131 4.1158 -3.6926
O 0.8444 0.2393 -0.7694
N 2.4154 -1.2074 3.8869
N -0.6724 1.6124 1.3041
N -0.5464 4.7061 -1.6988
N 0.7543 -1.9671 -0.5419
N 1.4554 -0.3090 1.9180
N 1.9975 -0.9711 -2.3060
N -0.8533 -1.3489 2.3066
N 0.6189 -4.2625 -0.3497
C 5.2139 0.9208 2.7063
C 2.4477 0.2619 -2.9302
C -1.4394 -3.0421 4.4755
C -0.0346 5.2260 -2.9408
C 0.1588 4.7689 -0.5507
C -3.4456 -4.6852 -2.2889
C 3.6778 -0.6056 3.7847
C 0.1107 -1.6866 3.2291
C 3.9808 0.2955 2.7616
C -2.3430 -4.0292 -2.8179
C 1.9171 -3.3240 -2.1370
C -0.3712 3.8761 0.5603
C -3.5411 2.9703 -2.9641
C -1.9771 -2.7857 -2.3328
C -0.4225 2.5088 0.3362
C -1.6363 0.9715 -3.2634
C 6.1758 0.6276 3.6659
C -1.8418 1.8884 -4.2793
C -0.9666 2.0767 2.5294
C -2.7197 -2.1779 -1.3218
C 1.3934 -1.0484 3.0151
C 1.2036 -0.8889 -1.2043
C -2.3900 1.0388 -2.0936
C 5.8928 -0.2812 4.6739
C 1.0781 -3.1998 -0.9927
C -2.7905 2.8902 -4.1289
C 2.3577 -2.1978 -2.7563
C -0.9747 3.4308 2.8292
C -0.1642 -2.5521 4.3012
C -2.4302 -2.6644 3.5605
C -3.3206 2.0666 -1.9378
C -3.8172 -2.8506 -0.7878
C -4.1930 -4.0858 -1.2862
C 4.6491 -0.8925 4.7365
C -0.6294 4.3487 1.8445
C -2.0957 -1.8401 2.5098
H 1.5954 0.8840 -3.2125
H 0.7988 4.4399 -4.5148
H -1.2768 1.8197 -5.1958
H -0.9146 0.1725 -3.3961
H -4.4088 -2.3833 -0.0095
H 5.4223 1.6414 1.9301
H -4.3039 3.7286 -2.8588
H 2.2080 -4.2950 -2.4988
H 4.4295 -1.5911 5.5301
H -3.9037 2.1319 -1.0255
H -0.8324 5.7578 -3.4758
H 6.6367 -0.5127 5.4209
H -3.5949 0.0202 0.1299
H 7.1407 1.1092 3.6232
H -2.9493 3.6049 -4.9224
H -1.6744 -3.6864 5.3083
H 2.2690 -1.7650 4.7167
H -1.7795 -4.4859 -3.6180
H -2.8612 -1.5334 1.8020
H -5.0702 -4.5785 -0.8953
H 3.0587 0.8342 -2.2294
H -1.2267 3.7565 3.8274
H 0.7873 5.9112 -2.7021
H 3.0293 0.0307 -3.8181
H -1.3558 4.1080 -1.7755
H -3.4449 -3.0083 3.6796
H -0.5802 5.4069 2.0521
H -1.2054 1.3349 3.2900
H 0.8272 -5.1938 -0.6772
H -3.7282 -5.6574 -2.6638
H 3.0127 -2.2343 -3.6141
H 0.6108 -2.8438 4.9943
H -0.2255 2.1349 -0.6653
H -1.1325 -2.2667 -2.7753
H 0.0396 -4.1576 0.4700

=====

2.
75
Properties=species:S:1:pos:R:3 method="wB97M-V/def2-TZVPD" charge=+1 energy_ha=-1652.5348 homo_ev=-10.195 gap_ev=7.46
O -3.8541 0.1112 5.9874
O 6.1777 1.8057 3.7118
N 4.1172 -4.4802 7.1377
N 3.3598 -3.0210 8.5709
C 1.9719 -5.7951 9.0967
C -0.8995 -1.8473 5.1440
C -2.5047 -0.1681 5.7622
C 0.0661 -0.8491 4.9450
C -5.6400 0.0984 4.4184
C -0.3357 0.4922 5.0089
C 2.7569 1.0094 5.0083
C -2.1712 -1.5135 5.5616
C 6.8109 -3.0412 9.7935
C -5.0531 2.7225 3.6464
C 4.1414 -5.4783 6.0765
C 3.8451 1.8029 4.6100
C 3.7233 -0.8676 3.9017
C -0.4122 -5.7390 7.6458
C 1.5099 -1.2624 5.0106
C 0.9514 -6.6580 9.4329
C -5.9892 1.9753 2.9252
C 2.4370 -2.1756 9.3155
C -6.2639 0.6520 3.2987
C 1.8325 -4.8988 8.0049
C -1.5536 0.8471 5.6260
C -0.2455 -6.6307 8.7128
C 4.9226 -0.1856 3.7323
C 0.6161 -4.8638 7.2701
C 7.2837 -3.9802 8.8682
C -1.3223 -7.5821 9.1106
C 6.4979 -4.3790 7.7788
C 6.2822 3.2370 3.8379
C 5.2459 -3.8109 7.6413
C 5.5280 -2.4807 9.6607
C 3.0301 -4.0858 7.8082
C 2.6467 -0.3358 4.6337
C -4.3439 2.1479 4.7134
C 4.9940 1.1935 4.0279
C -4.5964 0.8056 5.0241
C 4.7661 -2.8765 8.5726
H 5.8117 -0.6539 3.3154
H -2.2034 -7.4323 8.4935
H 5.1812 -5.7454 5.8822
H -0.6018 -2.9066 5.0566
H 1.0780 -7.3625 10.2674
H 2.9019 -5.8019 9.6785
H 0.4918 -4.1633 6.4373
H 3.6901 -5.0610 5.1606
H -4.8808 3.7775 3.4111
H 2.0039 1.5167 5.6204
H 1.8886 -1.4967 8.6342
H -3.6197 2.7230 5.2951
H -6.5041 2.4146 2.0706
H 7.2796 3.4919 3.4522
H 3.8194 2.8861 4.7842
H 3.0277 -1.5838 10.0134
H 5.5113 3.7628 3.2442
H 1.7044 -2.7766 9.8772
H -2.9309 -2.2923 5.6864
H -1.5796 -7.4371 10.1606
H 0.3316 1.2761 4.6438
H -5.8965 -0.8929 4.8108
H -1.3746 -5.7520 7.1193
H 6.2064 3.5264 4.9036
H 3.6006 -1.8589 3.4741
H 3.5676 -6.3745 6.3568
H -7.0032 0.0588 2.7551
H -0.9657 -8.6071 8.9991
H 1.6525 -2.2375 4.4739
H 7.4291 -2.7720 10.6550
H 8.2649 -4.4421 9.0253
H 1.6145 -1.4536 6.0841
H -1.8050 1.8752 5.9309
H 5.0945 -1.8362 10.4200
H 6.7792 -5.1898 7.1155

=====

The relative energy (zero: lowest compared OMol25 entry of this formula, charge and spin) results, record by record, are as follows: 1.3654; 0.7979 eV.